i | Molecular formula: C7H12N2O
Method: DFT, ωB97M-V/def2-TZVPD

The geometry in ORCA input format:
```
! wB97M-V def2-TZVPD RIJCOSX def2/J DEFGRID3
* xyz 0 1
H -0.27725 -1.44498 -1.66523
N 2.08614 -1.32427 0.31454
H 1.91519 -1.63035 -0.63818
N 1.16452 2.16961 -0.01804
C -2.15429 0.81924 0.06785
C -1.73838 0.05744 -1.16305
H -2.18780 0.22096 -2.14437
H 1.71069 2.37763 -1.11648
H -0.35186 -1.81261 0.96435
C -0.75586 -0.81306 -0.91489
O 2.19268 0.82856 -1.45077
C 1.12399 -0.31911 0.75036
H 2.06374 -2.14228 0.91513
H -2.10142 -0.53964 1.76649
C 1.40124 0.94872 -0.01331
H -3.24444 0.80580 0.21423
H -1.86395 1.87849 -0.01856
H 2.47536 -0.10410 -1.33882
C -1.40348 0.09829 1.20842
H -0.96295 0.80324 1.92487
C -0.33324 -0.79692 0.53733
H 1.24139 -0.08067 1.81812
*
```

Structure (SMILES): [H]/N=C(\O)[C@H](N)[C@@H]1C=CCC1
E_HOMO: -9.28 eV
Molecular weight: 140.2 g/mol
Gap between HOMO and LUMO: 10.0165 eV

Atomic partial charges in e from the Löwdin method, atoms 1 to 4:
1. H 0.11
2. N 0.04
3. H 0.07
4. N 0.12

ii | Molecular formula: C7H12N2O
Method: DFT, ωB97M-V/def2-TZVPD

The geometry in ORCA input format:
```
! wB97M-V def2-TZVPD RIJCOSX def2/J DEFGRID3
* xyz 0 1
H -1.25255 -1.35167 -1.49619
H 2.64744 0.59249 2.13301
H -2.35116 2.43266 -0.57804
H -3.43040 0.56862 0.86129
C 1.03929 0.79159 0.11880
N 3.21814 -0.37374 -0.62942
H 1.03327 1.49209 -0.73370
N -1.34379 0.75274 0.35808
C -0.30353 -1.18954 -0.98429
C -0.22598 -1.49877 0.49418
C -2.69870 0.31685 0.09100
H 0.69436 -1.93593 0.87908
H 0.95830 1.39842 1.03556
O 3.10027 -0.02632 1.54008
C 2.38484 0.15547 0.13392
H -2.85896 -0.65309 -0.38610
H 0.57857 -1.39430 -1.58967
H -1.77841 1.11886 -1.74614
H -1.14164 -1.83126 0.98653
C -0.20397 -0.07941 0.02726
H 4.00915 -0.67290 0.21228
C -2.07457 1.38715 -0.72753
*
```

Structure (SMILES): [H]/N=C(\O)CC1(N2CC2)CC1
E_HOMO: -9.22 eV
Molecular weight: 140.2 g/mol
Gap between HOMO and LUMO: 10.1100 eV

Atomic partial charges in e from the Löwdin method, atoms 1 to 4:
1. H 0.09
2. H 0.06
3. H 0.10
4. H 0.11

iii | Molecular formula: C7H12N2O
Method: DFT, ωB97M-V/def2-TZVPD

The geometry in ORCA input format:
```
! wB97M-V def2-TZVPD RIJCOSX def2/J DEFGRID3
* xyz 0 1
H 0.65578 -1.12811 -2.08283
C 1.64063 -0.15769 -0.46480
H 3.33207 -0.99508 -0.08009
H -2.98940 -1.54809 0.38439
C 1.57362 0.53381 0.69985
C -0.63948 -0.91741 -0.38644
H 1.30223 2.22963 1.91692
N -3.01223 -0.58594 0.09964
C 1.07117 1.93063 0.89322
H 0.17396 0.54266 -1.82200
H 1.52114 2.68270 0.24520
O 2.63353 -1.04982 -0.74401
C -0.41507 -1.87344 0.50825
H -3.88397 -0.09817 -0.02218
H -1.16786 -2.25399 1.18159
H 0.56019 -2.29371 0.70284
H -1.23898 1.78356 -0.95015
H -0.01065 1.96943 0.82217
C -1.85428 0.09083 -0.21616
H 2.37287 0.30115 1.40195
N -2.06452 1.22211 -0.77506
C 0.43926 -0.38510 -1.31230
*
```

Structure (SMILES): [H]/N=C(/N)C(=C)C/C(O)=C\C
E_HOMO: -8.06 eV
Molecular weight: 140.2 g/mol
Gap between HOMO and LUMO: 8.7805 eV

Atomic partial charges in e from the Löwdin method, atoms 1 to 4:
1. H 0.13
2. C -0.36
3. H 0.11
4. H 0.07

It is iii that is most stable; the runner-up trails by 25.4 kJ/mol.